# 1
Entry from the Open Molecules 2025 dataset: a molecular structure, C53H50AsN6O4S2W (ωB97M-V/def2-TZVPD).

Structure (XYZ):
```
117
Properties=species:S:1:pos:R:3:forces:R:3:lowdin_charge:R:1
W -0.15800 0.86125 -0.04271 0.45 0.23 0.27 1.5065
As 1.73190 -2.27168 -0.69937 0.59 1.21 0.30 1.2806
S 0.17405 0.96861 -2.32974 -0.36 0.45 0.09 0.7282
S -3.35087 0.36728 -0.42802 -1.84 0.30 -0.40 0.5166
O -3.25113 1.38924 -1.43619 0.18 0.09 0.33 -0.3064
O -4.40106 0.44083 0.54034 0.33 0.21 0.29 -0.2559
O 0.75146 -1.00804 -0.14055 -0.20 0.40 -0.22 -0.6162
O -2.00200 0.20298 0.29125 1.19 0.03 0.43 -0.4949
N 0.01952 0.47230 2.27706 1.05 0.26 0.00 -0.0037
N 0.33786 3.14169 -3.77069 0.11 -3.73 1.28 0.0093
N 1.68904 1.65996 0.60358 0.79 0.00 0.65 -0.1385
N -0.47587 3.47262 -1.58708 -0.87 0.34 2.01 0.0923
N 0.74040 4.33218 -3.90535 0.32 2.31 -1.90 0.0191
N -0.71039 2.81919 -0.44497 1.43 -1.20 -0.40 -0.1594
C -0.39645 7.75234 -3.10483 1.18 0.65 0.25 -0.0643
C 0.47385 6.61653 -3.21788 -1.63 1.80 -0.21 -0.0119
C 2.49717 -2.35528 -5.23120 0.34 -0.19 -1.55 -0.0614
C -3.18960 -1.15491 -2.56068 0.46 -2.03 -1.10 -0.0490
C -3.48449 -2.39926 -0.51204 -1.03 0.96 -0.07 -0.0303
C -3.48056 -1.16610 -1.24118 1.19 -1.41 1.33 -0.2773
C -1.91276 0.11157 3.69423 -0.53 -1.80 1.10 -0.1226
C -2.95324 -2.39300 -3.21572 -0.57 1.61 -0.47 -0.0266
C 2.10999 -2.31421 -2.55693 -1.07 0.28 -0.33 -0.3041
C 1.12724 -4.94714 -0.97149 0.24 -1.09 0.45 -0.1142
C -1.48965 5.30764 -3.66575 0.96 -1.05 -0.34 -0.0399
C 0.76986 -3.80156 -0.30074 -1.97 0.19 0.48 -0.3042
C -0.72366 -0.38331 3.16634 -0.28 0.97 -0.37 -0.1852
C -3.85088 1.84577 3.98725 1.28 -1.28 -2.19 -0.0551
C 1.20423 -2.19377 -4.78206 0.24 -0.41 -0.32 -0.0565
C -2.32420 4.28153 0.52774 -2.25 -0.31 -0.15 -0.0219
C 2.44721 -2.02840 3.92064 -0.70 0.80 0.23 -0.0539
C -0.37509 -6.11846 0.43380 -0.27 -0.26 -0.82 -0.0515
C -2.16896 -2.11941 4.78680 -0.40 0.91 -0.32 -0.0676
C 5.39778 -0.94797 0.99152 -0.78 -0.25 -0.64 -0.0329
C -1.76732 7.67014 -3.27962 0.96 -1.15 -0.09 -0.0699
C -0.35605 3.82063 1.75086 1.77 0.02 1.64 -0.0271
C -0.08955 5.41633 -3.53390 -0.69 1.12 0.23 -0.2675
C -0.08868 2.72771 -2.57069 0.38 -1.72 -0.96 -0.7156
C 1.17200 -2.03953 3.00609 1.03 -2.09 0.19 -0.1874
C -3.35167 -3.60455 -1.17424 -0.23 1.13 0.45 -0.0290
C -3.04837 -3.57306 -2.54619 0.01 -1.02 0.66 -0.2892
C -0.18307 -1.63302 3.51848 0.71 1.62 -1.17 -0.1928
C -1.11216 3.64166 0.64456 -0.52 -0.08 -1.39 -0.3034
C 5.29596 -3.36644 1.09983 -1.50 -0.79 -0.61 -0.0692
C 1.16787 0.85055 2.76314 -0.46 -0.49 1.45 -0.0742
C -2.78582 5.06478 1.55903 -0.75 1.38 -0.04 -0.0620
C 3.70858 2.64587 0.93893 0.42 0.37 0.13 -0.0722
C 0.55420 -6.15748 -0.62567 -0.98 0.31 1.82 -0.0404
C -0.90355 -4.94491 0.97120 0.90 -0.15 -0.55 -0.0641
C -0.96528 -2.47373 4.22623 0.40 -2.36 1.55 -0.0670
C -2.28534 6.39887 -3.59153 -0.63 1.26 0.33 -0.0765
C 4.13099 -0.97450 0.30881 1.04 0.35 0.58 -0.0564
C -0.36402 -3.73852 0.56823 1.67 -0.79 -0.57 -0.0606
C -0.85381 4.67704 2.74963 2.78 -0.44 1.26 -0.0939
C 2.11153 1.48022 1.92416 -1.17 -0.57 -0.24 -0.3534
C 3.36476 -2.57395 -3.04540 0.16 0.59 0.18 -0.0833
C 3.44092 -2.20842 0.20224 -0.31 1.01 -0.80 -0.3260
C -2.56685 -0.82610 4.55895 -2.12 2.30 0.25 -0.0216
C -2.40519 1.51918 3.45843 -1.44 0.04 0.03 -0.1653
C 3.32283 2.06543 2.17334 0.32 0.21 -1.23 -0.0154
C -2.87777 -4.84222 -3.28088 -0.03 -0.72 -1.91 -0.0524
C 1.03419 -2.15141 -3.43370 0.23 0.39 0.85 -0.1264
C 3.58644 -2.52611 -4.40494 -0.61 -0.42 0.35 -0.0478
C -2.03360 5.32050 2.70873 -0.95 -0.22 -1.60 -0.0725
C 3.98658 -3.42992 0.53013 1.54 0.52 0.60 -0.0741
C 2.69532 2.38664 0.04145 -0.71 0.57 -0.49 -0.1672
C 5.96422 -2.18785 1.35897 -1.28 0.26 -0.42 -0.0767
H 3.36995 -2.19457 3.39138 0.18 -0.11 -0.81 0.0510
H -1.88835 4.32170 -3.86957 -0.19 0.10 -0.15 0.1150
H -3.74487 -2.35468 0.54976 0.22 -0.09 -0.28 0.1263
H 5.94567 -0.00199 1.20002 -0.64 -0.78 -0.40 0.1178
H 2.57721 -1.07250 4.40007 0.05 0.47 0.34 0.0502
H 2.47456 -2.77222 4.71278 -0.59 -0.14 0.06 0.0759
H -3.79140 -5.10887 -3.83386 0.02 0.16 0.20 0.0971
H -3.86426 1.63964 4.99704 -0.34 -0.43 2.32 0.0332
H 3.86557 2.01149 3.08294 0.30 0.14 0.60 0.1083
H -4.55483 1.19135 3.46045 0.02 0.13 0.19 0.0846
H -2.43770 8.50337 -3.18530 0.06 0.34 -0.05 0.1018
H 2.62642 -2.37871 -6.30316 0.27 0.00 -0.14 0.1135
H -2.39767 1.75164 2.40662 0.08 -0.15 -0.61 0.0729
H 0.37252 -2.18157 -5.48182 0.14 0.33 0.20 0.1226
H 4.16728 -2.70711 -2.36633 0.78 -0.21 0.49 0.0970
H 1.10350 -3.13565 2.83117 -0.21 0.57 -0.55 0.1092
H -2.66225 -5.69503 -2.67784 0.21 -0.46 0.75 0.0632
H -2.10352 -4.82558 -4.07898 -0.28 0.32 0.59 0.0923
H -0.18620 4.91218 3.59057 -0.20 -0.37 -0.29 0.1199
H -2.82524 -2.43094 -4.30269 0.23 0.18 0.40 0.1260
H 6.90055 -2.37046 1.83767 0.64 0.78 0.24 0.1031
H -3.08303 -0.23183 -3.04967 0.01 0.95 -0.76 0.0935
H -3.70382 5.63144 1.39430 -0.01 -0.43 0.17 0.1148
H -2.33389 6.02338 3.45419 -0.22 0.18 0.36 0.1091
H 0.66310 3.34892 1.89131 -1.49 0.78 -0.32 0.1181
H -0.78880 -7.03357 0.80823 -0.03 -0.49 0.04 0.1037
H -0.52819 -3.43679 4.48740 -0.16 -0.10 -0.17 0.1245
H 1.37501 0.66993 3.87359 -0.13 0.26 -1.66 0.1759
H -3.34154 6.34606 -3.79767 -0.21 -0.35 0.10 0.1083
H 0.86596 -7.12101 -0.99517 0.10 0.09 -0.33 0.1112
H -0.69110 -2.80573 0.96407 -0.18 0.57 0.21 0.0878
H 1.94637 -4.97575 -1.65016 0.49 0.29 -0.67 0.1019
H -2.83071 -2.74814 5.37595 0.51 -0.17 -0.05 0.1144
H 4.57958 3.26225 0.69276 -0.36 -0.43 0.32 0.1100
H 1.37582 -1.53674 2.05546 0.08 -0.22 0.31 0.0614
H 0.09737 -1.86481 -3.04799 -1.26 -0.08 0.54 0.0616
H 0.09681 8.73949 -2.91723 -0.62 -0.98 -0.05 0.1171
H 5.81187 -4.26981 1.35359 0.03 -0.50 0.08 0.1011
H -4.16779 2.85394 3.84863 0.14 0.82 -0.34 0.0596
H 4.56981 -2.72380 -4.75956 0.51 0.06 -0.50 0.1087
H -3.07686 4.02194 -0.25128 1.15 0.33 0.20 0.1364
H -3.56248 -4.50785 -0.60148 0.42 -0.01 -0.43 0.1219
H -3.50641 -0.47227 5.09448 1.25 -0.50 -0.91 0.1278
H 1.52444 6.78668 -3.14438 0.56 -0.18 0.08 0.1048
H 3.43224 -4.34167 0.27576 0.54 0.18 0.53 0.1038
H 3.73614 -0.03809 -0.17907 0.26 -1.05 0.93 0.1094
H -1.69263 2.20280 3.86621 0.54 0.53 0.55 0.0950
H -1.65114 -5.02177 1.73414 -0.39 0.18 0.19 0.1117
H 1.10905 4.42310 -4.85929 0.06 0.41 0.55 0.1708
H 2.55692 2.84333 -0.92807 0.17 -0.34 -0.20 0.1078
```
Positions in Å, forces in eV/Å.

The expectation value of S² is 2.220. As for the spin multiplicity: 3. Its strongest force on any atom is 3.94 eV/A. The HOMO energy (alpha / beta) is -9.6 / -10.6 eV. The calculation puts the HOMO-LUMO gap (alpha / beta) at 6.21 / 7.05 eV. As for the total charge: +1. As for the total energy: -157230.2001 eV. For the LUMO energy (alpha / beta), the calculation gives -0.125 / -0.131 Eh.



# 2
Entry from the Open Molecules 2025 dataset: a molecular structure, C53H50N6O2P2SiTc (ωB97M-V/def2-TZVPD).

Structure (XYZ):
```
115
Properties=species:S:1:pos:R:3:forces:R:3:lowdin_charge:R:1
Tc -0.66930 -0.60530 0.44900 -0.02 -0.05 0.36 1.1520
P -1.18460 1.32950 1.82470 -0.28 0.70 0.25 1.0187
P 1.68050 0.64180 -2.01890 1.54 1.16 -0.55 1.2536
Si 1.64760 -0.16370 1.25780 0.27 -0.10 0.61 0.6339
O -0.88990 0.67040 -1.06040 0.94 0.33 1.15 -0.3353
O -2.98320 -1.39740 0.02490 0.79 0.49 0.36 -0.0663
N -3.82820 -3.33240 -0.79780 0.20 -0.25 -0.08 0.1991
N -0.57110 -0.79490 3.91140 0.20 -0.41 0.01 0.1643
N -0.51960 -2.99410 -2.98250 -0.08 0.25 0.07 0.1444
N -0.21430 -1.97570 -1.07170 -0.34 -0.06 -0.53 -0.0721
N -0.95820 -2.12630 2.02900 -0.01 0.35 0.31 -0.0317
N -5.05370 -1.39810 -0.87910 -0.19 -0.05 0.00 0.0461
C 3.24850 0.02540 0.20490 -0.71 -0.07 0.12 -0.2975
C -3.19340 1.26730 -3.75710 0.03 -0.14 -0.03 -0.0525
C 0.36580 -3.75220 -2.27390 0.24 -0.17 0.51 -0.0593
C 1.53140 2.44840 -2.00310 -0.48 -0.45 0.11 -0.3330
C -2.58980 -1.05280 -3.77500 0.01 0.14 0.10 -0.0277
C 0.27100 3.40510 3.02000 0.00 0.14 0.15 -0.0920
C -4.49250 0.85830 4.98830 0.01 -0.07 0.01 -0.0612
C 2.15830 -1.59650 2.46970 -0.33 0.42 -0.46 -0.1910
C -2.39410 1.86430 4.37080 0.04 0.08 -0.18 -0.0728
C 5.65570 0.27340 -1.20820 -0.01 0.08 -0.03 -0.0429
C 2.45190 1.19170 -4.72230 -0.08 0.18 0.00 -0.0725
C -1.73330 -2.83710 4.20370 -0.18 -0.21 -0.05 0.0099
C 2.65480 3.43010 3.23140 0.08 -0.06 -0.11 -0.0496
C -2.40380 1.15760 3.17620 -0.03 -0.24 -0.17 -0.3714
C 5.67100 -0.00370 0.14880 0.01 0.01 0.07 -0.0404
C -3.43980 1.71350 5.26790 0.07 0.03 0.05 -0.0576
C -4.49030 0.12800 3.80970 -0.08 0.00 0.08 -0.0624
C -3.45020 0.27500 2.91150 0.19 0.03 -0.04 -0.1379
C 4.44930 0.44200 -1.86050 0.07 0.06 -0.19 -0.0586
C 2.17730 3.23770 -1.05530 0.13 -0.12 0.02 -0.0683
C 2.05320 4.61490 -1.11350 0.07 0.06 0.03 -0.0519
C -1.62640 0.43360 -2.10500 -1.13 -0.58 -1.61 -0.3658
C 0.54930 -3.10610 -1.09010 0.42 -0.47 -0.29 -0.1339
C 2.25510 -1.10570 -4.03910 -0.08 -0.09 0.09 -0.0972
C 4.47910 -0.13180 0.84120 0.02 0.04 0.01 -0.1072
C -2.35300 1.48940 -2.69180 0.29 -0.17 0.37 -0.0021
C 1.28790 5.20920 -2.10550 0.01 -0.03 0.03 -0.0641
C 3.25610 0.33760 -1.15170 -0.43 -0.44 0.25 -0.3668
C -3.91330 -2.00360 -0.51030 -0.41 -0.24 -0.31 -0.5898
C -3.94040 3.82920 0.11110 -0.03 0.04 -0.12 -0.0611
C 2.83610 0.76970 -5.98390 0.05 0.05 -0.05 -0.0458
C -1.38260 -3.32590 1.57870 -0.20 -0.66 -0.02 -0.1646
C -1.08080 -1.91520 3.36050 0.18 0.12 0.08 -0.3661
C -0.85250 -1.91290 -2.24030 -0.05 -0.27 -0.15 -0.2843
C -1.71600 -0.85550 -2.70340 -0.16 0.79 0.16 -0.1100
C 2.91750 -0.58170 -6.28090 -0.02 0.01 0.03 -0.0463
C -1.97080 2.68630 0.89090 0.06 -0.09 -0.18 -0.3277
C -1.77080 4.60360 -0.54650 0.06 0.07 -0.03 -0.0685
C 2.14410 0.25200 -3.74170 -0.60 -0.27 0.30 -0.3471
C -3.33430 -0.01310 -4.28850 -0.07 -0.02 -0.10 -0.0685
C -1.17970 3.58330 0.17840 -0.10 -0.09 0.03 -0.0892
C 0.60640 4.42450 -3.02460 0.03 -0.01 -0.07 -0.0627
C -1.99050 -4.28430 2.34910 0.13 0.08 -0.26 -0.0526
C -2.20000 -4.02350 3.70600 0.23 0.48 -0.06 -0.0259
C 2.64140 -1.52180 -5.29870 0.01 -0.08 -0.03 -0.0570
C 2.71760 2.18920 2.61940 0.09 0.04 0.06 -0.0864
C -5.30220 0.01330 -0.69080 0.00 0.23 0.05 -0.0443
C -3.15100 4.72520 -0.59130 0.00 0.00 -0.01 -0.0638
C 1.56590 1.51570 2.21860 -0.32 -0.51 -0.31 -0.2942
C 1.42840 4.04370 3.43090 -0.15 0.00 -0.03 -0.0462
C 0.32930 2.14000 2.44100 0.04 -0.23 -0.04 -0.3810
C -3.35530 2.81530 0.84920 0.08 -0.03 0.04 -0.0802
C 0.71110 3.04870 -2.95950 -0.14 -0.04 -0.04 -0.1109
H -6.02170 0.18840 0.11320 0.08 0.00 -0.01 0.0938
H 2.06450 -1.83060 -3.25850 -0.04 -0.14 0.03 0.0887
H 2.42390 2.24830 -4.50250 -0.02 0.01 -0.03 0.1053
H -0.67970 3.90890 3.12000 -0.08 0.06 0.03 0.1137
H 6.57870 0.36530 -1.75880 0.09 0.00 -0.06 0.1173
H -5.29580 -0.55740 3.59380 -0.10 -0.07 -0.02 0.1102
H -0.00190 4.88380 -3.79090 -0.04 0.02 -0.02 0.1210
H -2.24590 2.47320 -2.25790 -0.01 0.08 0.10 0.1050
H -1.14800 5.30570 -1.07930 -0.01 0.05 -0.01 0.0925
H -4.36040 0.50210 -0.44740 -0.07 0.01 -0.04 0.0634
H -3.97610 2.13730 1.41490 -0.10 0.02 0.00 0.0916
H 2.56670 5.22870 -0.38890 0.06 0.04 0.06 0.1175
H 4.43560 0.66590 -2.91610 0.08 0.00 -0.07 0.1079
H -5.01380 3.92460 0.09310 -0.17 0.02 0.00 0.1111
H 3.09920 -2.03290 2.15750 0.21 -0.03 -0.12 0.0223
H -1.84350 -2.58770 5.24640 0.01 0.03 0.14 0.1240
H -2.29110 -5.22400 1.91540 0.02 -0.07 -0.11 0.1114
H 2.73300 -2.57530 -5.51970 0.01 -0.07 0.01 0.1124
H -3.42750 2.27100 6.19080 -0.02 0.07 0.12 0.1125
H 3.56440 3.93690 3.51680 0.09 0.02 0.08 0.1149
H -0.62410 -0.69440 4.91080 0.05 0.10 -0.05 0.1333
H 0.17220 2.43140 -3.66480 -0.06 0.01 -0.08 0.1091
H 6.60950 -0.12620 0.66920 0.07 -0.03 0.01 0.1182
H 4.51140 -0.35950 1.89630 0.04 -0.08 0.11 0.1011
H -3.60320 5.51780 -1.17040 -0.05 0.05 0.02 0.1127
H 0.77320 -4.66890 -2.64490 0.10 -0.18 -0.10 0.1263
H -4.63320 -3.86040 -1.08910 0.00 0.05 0.02 0.1137
H 2.27650 -1.25530 3.49170 0.06 0.16 0.22 0.0347
H -1.18220 -3.52880 0.53690 -0.10 0.09 0.01 0.0741
H 2.78830 2.78120 -0.28960 0.07 -0.01 0.05 0.1030
H -5.80750 -1.94990 -1.25370 0.10 -0.06 -0.01 0.1469
H -3.43010 -0.30230 1.99740 -0.10 -0.08 -0.10 0.0740
H 3.68450 1.74990 2.42450 0.12 -0.01 0.04 0.0924
H 1.42790 -2.39760 2.48060 -0.09 -0.10 0.00 -0.0013
H -0.10480 3.47990 0.20180 0.05 0.10 -0.04 0.0890
H -3.07460 -3.85250 -0.38000 -0.14 0.11 0.01 0.0830
H -0.82570 -3.18290 -3.92190 -0.02 0.10 -0.04 0.1662
H 1.37790 5.02300 3.88420 -0.03 0.05 0.02 0.1163
H 0.11160 -0.24570 3.41810 0.07 -0.01 0.12 0.0326
H -2.68630 -4.74290 4.34590 -0.05 -0.04 0.07 0.1233
H -1.57920 2.53000 4.60840 0.06 0.07 0.06 0.0953
H 1.17470 -3.36790 -0.25950 0.12 -0.12 0.12 0.1178
H -2.71610 -2.04190 -4.18750 0.00 -0.16 -0.10 0.1125
H -4.01920 -0.19410 -5.10170 -0.05 0.00 -0.09 0.1104
H -5.30200 0.75360 5.69350 -0.09 -0.01 0.06 0.1118
H -3.75000 2.09480 -4.17120 -0.08 0.04 -0.05 0.1166
H 1.21060 6.28430 -2.15140 0.01 0.13 -0.02 0.1188
H 3.08010 1.50340 -6.73860 0.02 0.04 -0.02 0.1181
H 3.20600 -0.90050 -7.27130 0.04 -0.02 -0.06 0.1171
H -5.69640 0.43950 -1.61200 0.04 0.05 0.00 0.0915
```
Positions in Å, forces in eV/Å.

The expectation value of S² is 3.784. As for the spin multiplicity: 4. Its strongest force on any atom is 2.05 eV/A. The HOMO energy (alpha / beta) is -12.5 / -12.7 eV. The calculation puts the HOMO-LUMO gap (alpha / beta) at 8.37 / 5.26 eV. As for the total charge: +2. As for the total energy: -97453.3525 eV. For the LUMO energy (alpha / beta), the calculation gives -0.153 / -0.273 Eh.



- Which value of total charge does entry 1 give?
  +1



- The highest strongest force on any atom belongs to which entry?
  C53H50AsN6O4S2W



- What is the formula in the first record?
  C53H50AsN6O4S2W



- The lowest strongest force on any atom belongs to which entry?
  C53H50N6O2P2SiTc